9 unconnected molecules or ions with the total composition C35H87NO17 at a distorted geometry. Source: the Open Molecules 2025 dataset; level of theory: ωB97M-V/def2-TZVPD.

## Properties
Net charge: -1
⟨S²⟩: 0.751
Multiplicity: 2
E (Eh): -2719.0270
Max |F| (eV/Å): 3.60
HOMO-LUMO gap (alpha / beta) (eV): 1.625 / 9.317
E_LUMO (alpha / beta) (eV): 2.195 / 2.140

Geometry (Å):
H  -15.5660  3.4283  -10.0494
H  -25.8975  13.4493  -13.3351
H  -23.2105  11.4496  -6.9982
H  -22.2401  6.7118  -15.5936
H  -14.8164  10.0168  -11.1672
H  -22.5116  6.3720  -8.3600
H  -16.9735  6.6474  -10.9452
H  -19.1668  13.8837  -11.9928
H  -25.8849  10.6283  -10.4312
H  -16.7450  8.8571  -12.1559
H  -22.8900  11.5594  -14.8529
H  -13.3172  5.1906  -8.9870
O  -15.3624  5.3654  -10.6574
C  -15.3131  4.3959  -9.6159
H  -17.2146  10.1792  -13.2036
H  -23.2514  16.6098  -11.9411
H  -11.4752  12.1718  -9.9486
O  -24.4807  6.4457  -14.3937
H  -12.9003  11.1214  -9.5701
C  -22.4959  11.0391  -13.9800
H  -25.8412  5.9986  -12.9179
H  -17.9756  7.7816  -7.8350
C  -12.6936  3.8787  -11.1148
C  -20.2618  11.0727  -14.9875
H  -19.5990  6.6786  -14.9623
H  -25.9534  7.5378  -13.5331
H  -17.9754  0.5390  -21.6216
C  -16.5810  5.6668  -11.2142
H  -18.3060  10.5820  -9.6750
H  -23.7217  14.2707  -7.6790
O  -13.0023  3.4064  -9.8492
H  -20.3928  8.3386  -6.5944
H  -23.3598  5.6586  -18.3913
H  -26.5243  14.3325  -11.1151
C  -19.2452  7.3598  -14.1885
C  -13.1745  10.9112  -12.3984
C  -23.8401  13.5280  -6.8900
C  -18.8059  8.4086  -8.1598
H  -16.6788  3.3951  -17.8822
C  -17.8929  4.5880  -15.9188
H  -15.9750  4.5966  -8.7736
H  -26.2308  14.8210  -6.8597
C  -23.5048  6.0458  -17.3828
N  -20.7188  8.4394  -12.5843
H  -17.8719  11.5585  -8.2486
H  -20.4362  13.1356  -14.0976
H  -23.2390  15.5338  -10.5080
C  -25.1464  11.1817  -11.0112
H  -24.5904  6.1032  -17.4611
H  -19.9766  6.8570  -7.1714
H  -24.5716  11.8463  -10.3662
H  -11.6115  3.9706  -11.2080
O  -25.1439  13.0308  -7.1756
C  -22.4613  7.4002  -8.0018
C  -17.8937  10.5520  -8.6664
C  -23.4240  5.5648  -14.1551
C  -25.3186  13.1365  -12.4661
H  -18.6411  4.6232  -15.1268
C  -13.8222  4.2252  -9.0195
C  -17.6804  2.9908  -17.7355
O  -22.4184  12.4636  -8.4286
H  -23.6948  13.9093  -5.8793
C  -20.1111  7.8741  -7.5394
C  -22.4305  5.6632  -15.3652
H  -16.7844  8.6662  -13.8975
O  -24.9485  15.5187  -11.6646
H  -21.2892  11.5037  -9.8967
C  -21.3827  8.7239  -11.2894
H  -12.6476  9.9571  -12.3915
C  -18.6226  12.9461  -12.1058
H  -24.3077  13.0584  -12.8662
H  -16.9480  4.8837  -15.4629
O  -12.7616  11.8955  -11.5100
H  -17.4735  -0.4144  -20.2713
H  -24.3870  10.5200  -11.4278
H  -19.0044  1.2591  -18.1928
H  -23.1543  10.3458  -13.4566
H  -20.6290  9.0416  -10.5688
H  -18.1190  5.3475  -16.6672
C  -19.6883  12.3501  -14.2053
O  -19.4622  12.0306  -12.8137
H  -17.3492  4.8981  -11.1306
C  -25.1938  6.8020  -13.2694
H  -22.9915  7.0059  -17.3286
O  -15.0908  9.7518  -13.1372
H  -19.4038  10.4375  -15.2079
H  -12.9830  3.3959  -12.0482
H  -12.9900  4.9042  -11.3351
O  -22.9749  5.0136  -16.5365
H  -22.9892  14.8389  -12.0493
H  -18.3812  3.6469  -18.2518
H  -20.7227  11.1222  -8.3070
H  -24.6964  7.2842  -12.4279
C  -18.1456  0.3957  -20.5545
C  -14.6130  10.5848  -12.0751
H  -18.8594  12.7922  -14.7582
H  -21.5799  5.0516  -15.0644
C  -22.7573  12.4379  -7.0751
H  -22.2422  11.7765  -13.2184
C  -21.6294  11.3262  -8.8765
H  -22.4691  7.5490  -6.9220
H  -22.0117  7.9460  -10.8564
O  -17.8096  1.5828  -19.8175
H  -18.1878  7.1808  -13.9936
H  -18.7567  8.3750  -9.2481
H  -11.7129  10.4854  -10.4531
O  -21.2172  8.0069  -8.3286
H  -20.8211  9.1044  -13.3376
H  -19.1796  0.0906  -20.3934
O  -17.9681  3.1898  -16.3078
C  -23.5421  15.6348  -11.5502
H  -27.1043  13.4127  -7.5847
H  -13.9478  3.6928  -8.0767
H  -22.9146  5.8046  -13.2218
H  -17.6288  13.2100  -12.4677
C  -17.9655  1.5285  -18.3830
H  -13.1352  11.3779  -13.3827
C  -16.5105  9.3539  -13.0973
C  -12.1987  11.4540  -10.3351
H  -16.8290  10.3743  -8.8174
H  -23.3112  7.8283  -8.5333
O  -25.8718  11.8847  -12.0648
H  -23.9373  4.6065  -14.0749
H  -25.9585  14.2646  -8.5455
H  -21.8334  12.5614  -6.5101
O  -20.1484  6.3274  -12.1580
C  -25.4564  14.2829  -11.3279
H  -20.6146  11.3250  -15.9874
H  -25.0188  13.9878  -10.3742
H  -18.5163  12.5191  -11.1086
O  -18.5548  9.7194  -7.7818
C  -20.0752  7.3120  -12.8931
H  -21.9593  9.6456  -11.3669
H  -22.2059  10.4016  -8.8479
H  -19.2392  8.3812  -14.5692
C  -26.1618  13.9564  -7.5200
H  -16.4016  5.6850  -12.2892
O  -21.2897  10.2393  -14.3800
H  -17.2634  0.8734  -17.8672
H  -15.2495  11.4695  -12.0618

Cartesian forces (eV/Å) of the 6 atoms listed first:
-0.18 -0.28 0.12
-0.28 0.09 0.15
-0.15 -0.20 1.29
0.44 -0.12 0.38
0.58 0.19 0.58
0.42 -0.47 0.60

Atomic partial charges in e from the Mulliken method, atoms 1 to 99: H 0.345; H 0.379; H 0.251; H 0.044; H 0.162; H 0.232; H 0.030; H 0.619; H 0.329; H -0.046; H 0.805; H 0.350; O -0.290; C -0.486; H 0.036; H 0.411; H 0.267; O -0.244; H 0.289; C -0.967; H 0.354; H 0.409; C -0.706; C -0.905; H -0.194; H 0.301; H 0.245; C -0.629; H -0.041; H 0.208; O -0.400; H 0.467; H 0.276; H 0.326; C 0.474; C -0.785; C -0.442; C 0.249; H 0.317; C -0.755; H 0.397; H 0.338; C -0.647; N 0.785; H 0.386; H 0.612; H 0.199; C 0.123; H 0.260; H 0.438; H -0.095; H 0.322; O -0.318; C -0.954; C -0.724; C -0.504; C 0.072; H 0.222; C -0.527; C -0.441; O -0.159; H 0.301; C -1.085; C -0.054; H 0.207; O -0.185; H 0.053; C 0.339; H 0.383; C -2.699; H -0.292; H 0.294; O -0.225; H 0.291; H -0.180; H 0.312; H 0.106; H -0.446; H 0.400; C -2.369; O 1.599; H 0.464; C -0.785; H 0.242; O -0.377; H 0.442; H 0.308; H 0.232; O -0.439; H 0.163; H 0.303; H 0.417; H 0.187; C -0.685; C 0.270; H 0.496; H 0.265; C -0.496; H -0.004

***

A gas-phase ion, CH2NO2S (charge -1) at a distorted geometry. Source: the Open Molecules 2025 dataset; level of theory: ωB97M-V/def2-TZVPD.

## Properties
SMILES: NOC([O-])=S
Net charge: -1
E (Eh): -642.7398
Max |F| (eV/Å): 3.01
HOMO-LUMO gap (eV): 7.421
E_LUMO (eV): 3.988
ΔE to the lowest compared entry with this formula, charge and spin (kJ/mol): 112.8

Geometry (Å):
N  0.8584  -0.9249  0.5369
O  -0.6577  -0.0216  -1.1953
S  -1.0902  2.3553  -0.0762
H  0.1737  -1.7544  0.4714
O  0.1527  0.2913  0.9580
H  1.1497  -0.7061  -0.4122
C  -0.5866  0.7604  -0.2826

Cartesian forces (eV/Å) of the 6 atoms listed first:
-0.56 -0.72 1.40
-0.20 -0.12 -0.47
-0.27 0.26 -0.02
0.98 2.06 -0.08
-0.22 -1.49 -2.61
-0.23 -0.38 0.05

Partial charges, Mulliken, in e: N -0.521; O -0.585; S -0.543; H 0.245; O -0.246; H 0.293; C 0.358

***

15 unconnected molecules or ions with the total composition C60H90O45 at a distorted geometry. Source: the Open Molecules 2025 dataset; level of theory: ωB97M-V/def2-TZVPD.

## Properties
Net charge: -1
⟨S²⟩: 0.750
Multiplicity: 2
E (Eh): -5726.2048
Max |F| (eV/Å): 5.55
HOMO-LUMO gap (alpha / beta) (eV): 1.125 / 9.624
E_LUMO (alpha / beta) (eV): 1.152 / 1.077

Geometry (Å):
C  3.3771  15.5104  -9.4391
C  -7.9167  12.8872  -14.7438
O  1.2205  17.5100  -17.8748
C  -4.5319  8.7752  -14.0067
O  -7.2054  13.7000  -15.6723
H  -1.9351  16.0211  -5.2248
C  1.3565  8.7272  -7.4028
H  -3.6250  13.0335  -4.3537
O  -3.7944  18.9652  -11.0609
H  -0.5318  8.6329  -8.9237
C  -5.2775  18.3299  -9.2251
O  -8.0618  16.1306  -12.6648
O  -2.3514  10.2444  -11.8822
H  3.3737  19.9382  -6.9784
H  -2.3270  12.9644  -16.0985
H  -8.4500  13.4486  -13.9767
H  -5.9487  19.1162  -9.5706
H  -5.8853  16.3783  -14.9014
C  1.4908  18.3718  -12.7803
C  -8.7495  16.3265  -13.8214
H  -2.5138  15.6339  -18.2995
H  1.3585  14.0626  -8.6296
C  -5.9280  13.5471  -15.5430
O  -2.8841  14.1397  -12.4552
H  -0.1803  8.9059  -12.1778
O  -2.2169  13.0415  -18.0951
H  -4.0641  12.9723  -11.2582
H  -6.8240  9.4126  -12.8767
C  -5.1284  10.6072  -8.4997
H  -4.6314  15.3053  -4.0809
H  1.5037  10.6477  -8.3987
O  -3.5047  16.6549  -6.4716
H  -7.5146  11.2478  -12.1982
H  0.2765  19.4942  -11.3419
C  -6.8696  12.0505  -12.5557
O  4.0912  16.7124  -16.9775
H  -3.1774  16.6254  -9.7870
H  -6.0464  15.3840  -11.1967
H  -4.1133  10.4495  -8.8642
H  0.1062  10.1298  -15.7018
H  1.1320  12.4251  -15.6664
O  -1.2195  13.0620  -11.5215
C  -0.3936  9.7136  -8.8893
H  -2.3063  12.2443  -10.0245
C  -3.0027  9.8478  -17.0432
C  1.9870  13.3921  -9.2158
H  -6.6081  9.5554  -6.2829
C  0.1401  17.1381  -17.5929
H  -2.3189  17.6966  -8.6124
O  2.7342  18.2820  -12.1696
C  -0.1778  9.9702  -14.6616
H  -7.0279  12.9840  -12.0157
H  -2.5951  14.0334  -3.2954
C  -5.2168  11.0856  -7.0821
C  -2.5860  17.0241  -15.4533
H  -1.2198  11.7703  -16.7279
C  0.7309  17.0780  -12.3447
C  -2.9738  13.9065  -4.3096
O  -1.5202  10.3654  -8.3874
O  -1.9152  17.8175  -10.7207
H  -6.9170  8.3166  -11.5760
O  0.1047  10.7015  -6.8959
H  -1.5328  15.3328  -16.1847
C  0.7605  10.0155  -7.9127
H  -4.7252  16.0581  -12.1580
H  -3.3428  19.5188  -9.2312
C  1.6174  18.8620  -7.1907
O  3.1685  14.6927  -16.9117
C  -6.3896  12.5334  -8.3486
H  -0.7428  10.8151  -14.2677
O  1.3131  12.7911  -10.3163
O  -4.5032  14.7246  -6.0428
H  -1.3063  15.1870  -9.8676
C  -3.3339  11.2865  -17.1924
C  3.4552  15.8602  -16.4216
H  0.9805  10.2776  -11.6819
C  -1.5496  14.2194  -9.4284
O  -1.9813  11.6030  -6.5934
C  -6.5536  8.3934  -12.6008
C  1.9425  13.1830  -11.4345
H  1.3718  16.2888  -12.7377
H  -3.0324  17.1934  -4.4926
H  1.1062  19.6910  -6.7012
C  -2.6242  18.5483  -11.6020
H  -2.3201  16.7790  -14.4250
C  -2.1697  12.2684  -16.9225
H  4.1028  13.4810  -9.7243
H  -4.8662  9.2267  -5.9972
C  3.0824  18.8889  -6.9317
C  -5.7284  15.6347  -12.2087
H  2.2384  12.6643  -8.4442
O  -5.7121  12.6252  -14.6009
O  -3.7859  11.5766  -18.5297
H  -2.6673  18.1111  -15.4457
C  2.0556  14.9130  -14.9298
O  -5.7475  11.6700  -9.1882
O  -3.6003  9.7137  -13.7156
O  -3.3214  13.1972  -20.0818
H  -5.3611  9.2384  -14.5413
C  -1.1851  11.0035  -7.2596
H  -2.9160  17.1820  -18.0432
H  -6.7697  17.6114  -12.2479
H  -3.6003  16.6449  -15.5775
H  -3.8860  9.2228  -16.9113
H  -3.9511  14.5993  -10.6679
O  -0.2288  15.8943  -7.3022
H  2.9690  12.3823  -15.9384
C  -2.7509  17.6127  -9.6096
H  -2.2908  14.3564  -8.6412
C  1.0807  9.6743  -13.7800
C  -6.7529  16.6531  -12.7671
C  3.0776  19.4644  -11.6018
H  0.5780  7.9978  -7.1794
O  2.1374  20.3476  -11.8282
H  -7.1964  7.7939  -13.2454
C  -3.3626  9.7803  -12.3505
O  1.7844  8.3534  -12.0222
H  3.4313  15.6014  -8.3542
C  0.3460  16.9878  -7.5564
H  0.8711  19.7271  -9.0424
H  -4.2575  11.5565  -6.8675
C  -3.3973  13.8332  -11.2107
H  -8.6908  12.2561  -15.1805
H  3.6188  18.3117  -7.6848
H  -4.7252  7.2077  -12.4855
H  -2.1901  13.9129  -5.0672
C  -1.6702  13.6374  -12.6517
H  -6.2145  17.9945  -14.4480
H  2.6671  14.3969  -14.1896
C  -1.5791  16.3903  -16.4450
H  1.0371  15.0183  -14.5560
H  -2.4155  9.4780  -17.8838
C  -5.6378  9.9947  -6.0516
H  -4.0151  8.0294  -14.6107
H  -0.8556  9.1168  -14.6435
O  -5.0596  14.2741  -16.0102
O  1.0686  17.6784  -6.6507
C  -2.9755  16.3416  -5.1704
C  1.9847  12.6896  -16.2918
H  -5.8825  11.7299  -12.2228
H  -5.6409  14.7548  -12.8461
C  -4.3661  15.7112  -6.8964
O  -6.2034  12.1105  -7.0807
H  -0.2788  17.0022  -12.7483
O  -4.3791  9.1054  -11.6440
H  -2.3551  9.5463  -16.2200
C  -3.8517  15.1614  -4.8289
H  -5.4155  17.4011  -9.7786
O  1.7396  12.6841  -12.5159
C  -5.0150  8.2459  -12.6478
O  2.9904  6.8235  -13.3160
O  -7.1026  13.5067  -8.7429
O  -1.1050  13.6666  -13.7338
C  0.9196  19.6819  -12.2018
O  -2.1697  18.8484  -12.6947
H  1.9116  8.8642  -6.4748
H  -0.1529  9.9395  -9.9281
C  -6.9152  12.0517  -14.1489
H  4.3087  15.9353  -9.8128
C  -3.8264  18.6600  -9.6968
H  2.6939  16.2309  -9.8887
O  -0.2862  16.9618  -16.3553
C  2.0167  14.2713  -16.3216
H  -5.4142  18.2997  -8.1441
H  2.0466  8.2264  -8.0818
C  0.8014  9.3721  -12.2616
H  -5.7139  10.2669  -4.9988
C  2.2403  7.7999  -13.1749
H  1.8643  12.2876  -17.2978
H  1.7783  10.5073  -13.8678
O  1.7062  8.4780  -14.1827
O  -7.9049  16.8162  -14.7791
H  0.5946  17.0227  -11.2646
H  2.2591  18.6910  -9.1805
C  3.1965  14.0734  -9.8504
C  -2.0443  16.5400  -17.9166
O  -4.8499  15.7032  -8.0028
H  1.1602  14.6692  -16.8657
H  -4.2021  11.3819  -16.5402
C  -2.1562  13.2242  -10.4777
C  -3.1350  12.6256  -19.0311
H  3.2787  18.5669  -5.9090
O  2.8906  14.1250  -11.1952
O  -0.8408  16.8092  -18.4760
H  -6.9290  11.0095  -14.4678
H  -5.6920  9.6855  -8.6440
O  2.7952  16.0711  -15.2742
C  -6.5772  16.9761  -14.3082
H  1.6537  18.3712  -13.8580
H  -0.6213  13.8050  -9.0351
C  1.2873  18.7815  -8.6950
H  0.4947  20.3846  -12.9185
O  4.1040  19.6446  -10.9964
O  -9.9159  16.1143  -14.1208
O  0.4219  17.6217  -8.7877

Cartesian forces (eV/Å) of the 6 atoms listed first:
1.20 0.81 0.58
-2.68 0.45 -0.30
0.85 0.27 -0.61
-1.14 -1.56 -0.10
-2.68 0.77 -1.22
0.06 0.17 -0.45

Atomic partial charges in e from the Mulliken method, atoms 1 to 99: C -1.438; C -0.836; O -0.554; C -2.608; O -0.310; H 0.128; C -1.806; H 0.263; O -0.387; H 0.421; C -1.008; O -0.427; O -1.130; H 0.425; H -0.330; H 0.228; H 0.486; H -0.180; C 0.120; C 0.578; H 0.055; H -0.350; C 0.231; O 0.567; H 0.050; O -0.339; H -0.859; H -0.320; C -1.557; H 0.279; H -0.462; O -0.193; H 0.655; H -0.159; C -1.779; O -0.606; H -0.683; H 0.295; H 0.327; H 0.543; H -0.121; O 0.360; C 0.135; H -0.388; C -1.757; C -0.068; H 0.427; C 0.394; H 0.019; O -0.393; C -1.066; H 0.540; H 0.430; C 3.150; C -1.331; H -0.386; C 1.219; C -1.192; O 0.269; O 0.597; H 0.496; O -0.270; H -0.529; C 1.685; H -0.248; H 0.379; C 0.252; O -0.461; C -0.129; H 0.166; O 0.526; O -0.403; H -0.728; C 2.621; C 0.366; H -1.036; C 0.121; O -0.510; C -1.452; C -0.043; H -0.241; H 0.336; H 0.410; C 0.303; H -0.180; C 1.037; H 0.224; H 0.372; C -1.515; C -0.180; H 0.545; O -0.485; O -0.496; H 0.490; C 0.321; O 0.343; O 0.011; O -0.602; H -0.063

***

2 unconnected molecules or ions with the total composition C3H12N2O at a distorted geometry. Source: the Open Molecules 2025 dataset; level of theory: ωB97M-V/def2-TZVPD.

## Properties
SMILES: NCCCN.O
E (Eh): -306.2116
Max |F| (eV/Å): 2.75
HOMO-LUMO gap (eV): 9.970
E_LUMO (eV): 0.966
ΔE to the lowest compared entry with this formula, charge and spin (kJ/mol): 84.8

Geometry (Å):
H  -1.5332  -1.5985  -0.3656
H  -2.5330  0.9703  -0.7604
H  0.6585  -3.5866  -0.0510
N  1.1708  -2.7099  -0.1339
H  -0.2246  -0.6674  -1.0660
C  0.4921  -1.6808  0.6003
H  -1.9120  2.1705  0.1366
O  2.1862  3.5550  -0.3123
H  1.6034  3.4012  -1.0778
H  -1.7951  0.0856  1.3150
H  1.3471  -2.6088  -1.1208
C  -1.0763  0.3530  0.5134
N  -1.6669  1.3351  -0.3831
H  2.9381  3.9604  -0.7903
C  -0.6655  -0.9850  -0.1232
H  1.2373  -0.9253  0.8013
H  -0.3166  0.7541  1.1871
H  0.0894  -1.8230  1.6308

Cartesian forces (eV/Å) of the 6 atoms listed first:
0.05 -0.24 0.25
0.01 -0.01 -0.05
0.26 0.09 -0.03
-0.52 -2.33 1.14
-0.12 -0.16 -0.59
-0.91 1.88 0.30

Partial charges, Mulliken, in e: H 0.307; H 0.218; H 0.249; N -0.614; H 0.279; C -0.568; H 0.247; O -0.638; H 0.317; H 0.299; H 0.230; C -0.575; N -0.649; H 0.317; C -0.499; H 0.317; H 0.442; H 0.322